{"formula": "C58H52F5FeNO2P2Te2", "method": "ωB97M-V/def2-TZVPD", "e_tot_ha": -5428.53004, "largest_force_ev_per_a": 1.327, "multiplicity": 6, "e_lumo_ev": [2.12, 1.01], "homo_ev": [-5.1, -5.6], "orbital_gap_ev": [7.213, 6.645], "total_charge": -1, "elements": ["Fe", "C", "C", "C", "C", "C", "C", "P", "C", "C", "C", "C", "C", "C", "C", "C", "C", "C", "C", "C", "C", "C", "C", "C", "H", "H", "H", "H", "H", "H", "H", "H", "H", "H", "H", "H", "H", "H", "H", "H", "C", "P", "C", "C", "C", "C", "C", "C", "C", "C", "C", "C", "C", "C", "H", "H", "H", "H", "H", "H", "H", "H", "H", "H", "H", "H", "H", "C", "C", "C", "C", "C", "C", "Te", "N", "C", "O", "C", "C", "C", "C", "C", "C", "C", "C", "C", "C", "C", "C", "C", "C", "C", "C", "H", "H", "H", "H", "H", "H", "H", "H", "H", "H", "H", "H", "H", "H", "H", "H", "H", "H", "H", "H", "H", "H", "H", "F", "Te", "F", "F", "F", "F", "O"], "positions_angstrom": [[0.556292, 0.131482, 1.762068], [6.755333, 2.145726, 2.350913], [6.587129, 2.161706, 0.972702], [5.378018, 1.775656, 0.407658], [4.320036, 1.366577, 1.215477], [4.494262, 1.374382, 2.598610], [5.700243, 1.759385, 3.165273], [2.739072, 0.671216, 0.590965], [2.591002, 1.354686, -1.110203], [2.908098, 2.679608, -1.408527], [2.776528, 3.165191, -2.702271], [2.327261, 2.332636, -3.716246], [1.979560, 1.021523, -3.424224], [2.091548, 0.540459, -2.127311], [3.308358, -1.043456, 0.243891], [4.392456, -1.335422, -0.539613], [4.758207, -2.675195, -0.785901], [4.019979, -3.698884, -0.262038], [2.892237, -3.438513, 0.552452], [2.086785, -4.482852, 1.070456], [1.028777, -4.190798, 1.881640], [0.726418, -2.846348, 2.215318], [1.435535, -1.782415, 1.701294], [2.536486, -2.091169, 0.840596], [7.704212, 2.432824, 2.786993], [7.401583, 2.473194, 0.329718], [5.267075, 1.796686, -0.669110], [3.676756, 1.065974, 3.240175], [5.816989, 1.758442, 4.241740], [3.270066, 3.332043, -0.622277], [3.042954, 4.192289, -2.921044], [2.246339, 2.707116, -4.729603], [1.633399, 0.367723, -4.215836], [1.797462, -0.478604, -1.897209], [4.980957, -0.542630, -0.986735], [5.624253, -2.885482, -1.401951], [4.289530, -4.729707, -0.468321], [2.320451, -5.509416, 0.808869], [0.412877, -4.990863, 2.279874], [-0.097381, -2.663682, 2.900031], [2.273990, 5.348966, 1.970170], [1.661768, 3.637700, 1.660507], [0.400258, 3.944518, 0.372290], [-0.611307, 3.015733, 0.124759], [-1.513471, 3.186337, -0.908754], [-1.401643, 4.283313, -1.745608], [-0.381643, 5.203186, -1.551530], [0.511339, 5.024681, -0.503751], [0.679337, 3.401558, 3.189644], [0.928427, 2.242868, 3.913972], [0.287270, 1.993436, 5.122656], [-0.593453, 2.928755, 5.626465], [-0.842962, 4.103303, 4.921433], [-0.230724, 4.332612, 3.698557], [3.031909, 5.623604, 1.234037], [2.740058, 5.352207, 2.954697], [1.469115, 6.084944, 1.945718], [-1.584509, 1.494034, 0.861983], [-2.309820, 2.465946, -1.044096], [-2.118693, 4.415715, -2.546581], [-0.285736, 6.063742, -2.202246], [1.299561, 5.752072, -0.353244], [1.666906, 1.535383, 3.547773], [0.477098, 1.070037, 5.656065], [-1.122093, 2.736364, 6.551451], [-1.545032, 4.831654, 5.303759], [-0.439704, 5.251060, 3.162806], [-1.125599, -6.682616, -5.542891], [-1.102557, -5.622918, -4.468484], [-2.253803, -5.278437, -3.770373], [-2.240599, -4.295666, -2.783050], [-3.526562, -3.966240, -2.062016], [-1.047692, -3.622249, -2.487154], [-0.942044, -2.105577, -0.845076], [-1.394446, -0.769820, 0.833607], [-1.805921, -0.829481, 2.073727], [-1.124546, -0.209874, 2.970414], [-3.070831, -1.499234, 2.509657], [-3.452838, -2.747645, 2.029255], [-4.660500, -3.306754, 2.423920], [-5.490314, -2.614679, 3.297506], [-5.107820, -1.366916, 3.777251], [-3.894696, -0.809169, 3.396057], [-1.997584, -0.782470, -2.127583], [-1.310204, -0.415207, -3.285275], [-1.858622, 0.466438, -4.200157], [-3.117785, 0.999417, -3.954752], [-3.813966, 0.620367, -2.820032], [-3.286971, -0.283725, -1.890443], [-4.153313, -0.682893, -0.722851], [0.125889, -3.973515, -3.170587], [1.460777, -3.298795, -2.916311], [0.076174, -4.961918, -4.153007], [-2.100339, -7.168972, -5.592887], [-0.370494, -7.448737, -5.353653], [-0.913815, -6.247400, -6.522426], [-3.185318, -5.789937, -3.998137], [-4.324225, -4.654037, -2.345209], [-3.849745, -2.950229, -2.300173], [-3.393557, -4.021641, -0.979361], [-2.792184, -3.282921, 1.356887], [-4.957987, -4.277812, 2.044320], [-6.437168, -3.046088, 3.599970], [-5.759981, -0.818833, 4.446897], [-3.589124, 0.168443, 3.752852], [-0.330892, -0.841556, -3.472975], [-1.310462, 0.732947, -5.096342], [-3.561202, 1.697685, -4.655400], [-4.802296, 1.028427, -2.634234], [-4.101281, 0.057022, 0.080545], [-3.849323, -1.638047, -0.304633], [-5.197476, -0.745346, -1.038037], [1.563350, -2.956798, -1.887515], [1.585641, -2.428896, -3.570485], [2.283834, -3.983945, -3.125464], [0.989162, -5.223913, -4.683705], [-3.439753, 2.016290, 1.202338], [-2.957630, 3.598734, 2.302916], [-3.629023, 4.625108, 0.807122], [-4.800369, 3.562165, 2.677573], [-3.039436, 2.363220, 3.815715], [-3.134013, 5.267168, 3.299324], [-0.701853, 1.902638, 0.931587]], "atomic_forces_ev_per_a": [[-0.33, -0.24, 0.05], [-0.02, 0.02, -0.07], [-0.03, 0.00, 0.03], [0.01, 0.01, 0.00], [-0.11, 0.02, 0.20], [0.01, -0.02, -0.01], [0.00, -0.01, -0.01], [0.31, -0.05, -0.63], [0.02, 0.02, 0.09], [0.03, -0.02, 0.00], [0.03, -0.02, 0.03], [0.02, 0.01, 0.01], [-0.01, -0.01, 0.05], [0.02, -0.02, 0.02], [-0.30, -0.13, 0.15], [0.03, -0.04, -0.05], [0.01, 0.03, -0.02], [-0.02, 0.01, 0.00], [-0.02, 0.08, -0.03], [0.01, 0.00, -0.03], [-0.04, 0.09, 0.13], [0.25, -0.14, 0.03], [-0.15, 0.08, 0.07], [0.00, 0.05, 0.08], [-0.02, 0.03, -0.01], [-0.01, -0.01, 0.01], [-0.01, -0.02, 0.01], [0.05, -0.01, 0.00], [-0.02, -0.02, -0.01], [0.04, -0.02, -0.05], [-0.05, 0.00, 0.03], [-0.02, -0.02, 0.02], [-0.06, 0.01, 0.04], [0.06, 0.00, -0.07], [-0.03, 0.00, 0.01], [-0.01, 0.00, -0.01], [-0.01, 0.01, 0.01], [0.03, 0.02, 0.01], [0.03, 0.01, -0.01], [-0.04, -0.01, -0.09], [0.03, -0.01, -0.16], [-0.22, 0.23, 0.18], [0.08, 0.01, 0.00], [0.18, -0.19, -0.08], [-0.09, -0.03, -0.23], [0.07, 0.03, 0.00], [0.03, -0.04, 0.03], [-0.18, 0.05, 0.05], [0.07, 0.02, -0.05], [-0.07, -0.01, 0.16], [0.07, -0.09, -0.06], [-0.12, 0.14, -0.03], [0.09, 0.01, 0.04], [0.44, -0.01, 0.26], [-0.02, 0.01, 0.02], [0.03, 0.00, 0.01], [0.03, 0.01, 0.06], [-0.28, -0.12, -0.11], [-0.01, -0.02, 0.00], [0.02, -0.01, 0.04], [0.00, -0.02, 0.01], [-0.01, 0.00, -0.02], [0.02, -0.07, -0.04], [-0.03, 0.01, -0.04], [0.04, 0.02, 0.00], [-0.05, -0.04, -0.04], [-0.04, -0.04, -0.03], [0.01, 0.08, 0.08], [-0.04, -0.01, -0.02], [0.04, 0.01, -0.02], [-0.04, 0.03, 0.00], [0.14, -0.01, -0.10], [-0.10, -0.13, 0.16], [0.08, -0.17, -0.51], [0.01, 0.26, 0.50], [-0.14, -0.08, -0.23], [0.13, 0.17, -0.10], [0.06, -0.05, 0.00], [0.02, 0.04, 0.09], [0.03, -0.01, 0.04], [0.03, 0.05, -0.03], [0.03, -0.04, -0.02], [-0.04, -0.02, 0.00], [-0.16, 0.12, 0.02], [-0.02, -0.01, 0.07], [-0.02, -0.01, 0.01], [0.03, 0.00, -0.01], [0.03, -0.01, 0.02], [0.04, -0.04, 0.04], [0.11, 0.19, 0.00], [0.06, 0.07, 0.02], [-0.16, -0.06, -0.03], [0.00, -0.01, 0.00], [0.02, 0.00, -0.01], [-0.02, 0.01, -0.02], [-0.01, -0.02, 0.01], [0.03, 0.01, 0.02], [0.02, 0.00, -0.01], [-0.01, -0.03, 0.03], [-0.03, 0.02, 0.00], [-0.03, 0.01, -0.05], [0.03, 0.02, 0.03], [0.00, 0.01, -0.01], [0.02, -0.01, -0.02], [-0.01, -0.03, -0.04], [-0.01, 0.03, 0.01], [0.00, 0.02, 0.04], [0.01, -0.01, 0.03], [0.02, -0.03, -0.02], [0.07, -0.01, -0.03], [-0.03, -0.02, 0.00], [0.04, -0.05, -0.02], [0.06, -0.02, -0.02], [-0.01, 0.00, 0.04], [-0.01, 0.01, -0.01], [-0.02, 0.01, 0.04], [0.22, -0.44, -0.28], [-1.31, 0.22, -0.07], [0.11, 0.22, -0.47], [-0.11, -0.10, -0.05], [0.23, -0.07, 0.44], [0.23, 0.20, 0.45], [0.64, 0.17, 0.10]], "lowdin_charge": [0.686, -0.095, -0.083, -0.101, -0.362, -0.102, -0.081, 1.063, -0.338, -0.131, -0.080, -0.083, -0.081, -0.083, -0.301, -0.083, -0.081, -0.049, -0.191, -0.053, -0.091, -0.156, -0.203, -0.225, 0.098, 0.100, 0.098, 0.086, 0.102, 0.079, 0.104, 0.100, 0.097, 0.074, 0.099, 0.098, 0.110, 0.105, 0.100, 0.088, -0.271, 1.029, -0.311, -0.353, -0.023, -0.061, -0.086, -0.105, -0.385, -0.139, -0.070, -0.076, -0.108, -0.157, 0.030, 0.042, 0.040, 0.051, 0.113, 0.109, 0.098, 0.090, 0.051, 0.110, 0.108, 0.106, 0.100, -0.061, -0.278, -0.026, -0.294, -0.063, -0.327, 1.649, -0.200, -0.614, -0.100, -0.150, -0.067, -0.092, -0.100, -0.069, -0.003, -0.387, -0.142, -0.092, -0.092, -0.058, -0.298, -0.061, -0.297, -0.078, -0.032, 0.068, 0.075, 0.076, 0.108, 0.075, 0.069, 0.055, 0.074, 0.096, 0.093, 0.103, 0.098, 0.069, 0.098, 0.099, 0.116, 0.070, 0.027, 0.088, 0.013, 0.075, 0.077, 0.115, -0.496, 1.915, -0.511, -0.441, -0.501, -0.523, -0.111]}